Computed, not measured: a 8-piece molecular cluster, C72H160N8 overall, with wB97M-V/def2-TZVPD.

ORCA input file:
```
! wB97M-V def2-TZVPD RIJCOSX def2/J DEFGRID3
* xyz 8 1
N -0.4199 21.9535 -6.9274
N -11.6399 25.4446 -3.8284
N -25.3884 27.5636 -9.6896
N -9.3545 31.2892 -12.0305
N -18.0486 29.6441 4.7277
N -8.3362 27.0049 7.7560
N 0.5321 31.0350 -0.9651
N -20.2549 19.0188 -14.3878
C 1.9906 31.5292 -0.6313
C -10.8916 24.3358 -4.5703
C -6.3490 26.0484 12.4310
C -9.1446 30.6792 -10.6722
C -7.6967 33.1763 -11.8288
C -19.4388 19.6453 -13.2945
C -6.7712 27.1336 11.4231
C -8.6111 27.8088 5.4678
C -0.3691 21.8436 -5.4161
C -26.5169 29.6428 -8.9284
C -10.7046 30.8688 -12.6177
C -1.0443 29.1654 -1.2877
C -16.0431 30.2513 3.2164
C -17.5636 30.1336 3.2828
C -3.5387 20.0996 -8.2516
C 3.2456 32.0583 -2.9840
C -18.9247 30.5099 6.8836
C 4.5807 31.7653 -3.8624
C -0.0438 32.0680 -1.9850
C -7.1696 26.4847 6.8970
C -10.9499 25.6812 -2.4831
C -15.5726 25.1130 -4.9422
C -8.0736 31.0175 -12.8645
C -25.7601 27.5177 -8.1913
C -23.8271 27.7216 -9.9175
C -16.9217 20.7448 -12.7655
C -8.7913 28.2063 6.9094
C -11.3944 26.7572 -4.6051
C -26.0685 28.8501 -10.1562
C -16.1845 26.4412 -4.5156
C -7.7227 26.5237 5.4069
C -1.1622 29.6271 0.2501
C -7.9545 27.5532 9.2068
C -25.9684 26.2778 -10.4184
C -9.2338 32.8566 -11.7979
C -14.1275 31.0602 1.5777
C 1.1158 21.5858 -7.2378
C -22.1678 28.0848 -11.6385
C -13.4853 32.0571 -13.8731
C -21.7400 18.8661 -14.0213
C -21.4653 27.6963 -12.9892
C -19.9581 29.7200 6.1416
C -0.3396 30.8414 0.3409
C -1.3600 20.9823 -7.7338
C -10.1959 27.3533 -4.0756
C -22.3574 20.2230 -14.1507
C -9.7364 26.6392 -2.8634
C 0.9058 22.5342 -5.0222
C -11.9898 31.3852 -11.8450
C 3.1908 31.2302 -1.7263
C -0.6007 23.4684 -7.2869
C -13.3109 31.1774 -12.5976
C -23.4014 27.2291 -11.2542
C -17.7814 30.6411 5.8988
C -17.9280 19.9487 -13.7363
C -21.6323 20.8684 -15.3069
C -17.4364 28.2633 5.1420
C -15.6316 31.0704 2.0032
C -19.7011 17.6431 -14.8792
C -9.5073 26.0747 7.8232
C -17.0047 20.3149 -11.2948
C -4.9471 19.6903 -7.7329
C 1.8989 22.4125 -6.1729
C -6.9541 26.6806 9.9995
C 0.4147 29.6385 -1.5779
C -2.8230 21.0301 -7.2776
C -19.5752 29.7048 4.6982
C -13.2063 25.1957 -3.7522
C -14.0055 25.3034 -5.1275
C -7.0488 32.2404 -12.7813
C -20.4236 19.9761 -15.5801
C -25.7128 28.9979 -7.7590
H -3.2817 22.0099 -7.4105
H -1.6385 23.6264 -6.9937
H -19.9691 30.4875 4.0499
H -26.9856 26.3024 -10.0274
H 1.8865 32.5852 -0.3821
H -8.2625 25.5915 5.2402
H -8.8608 26.0112 -3.0272
H 4.4117 30.7584 -4.2440
H 2.3041 23.3366 -6.5850
H -9.8328 28.3808 7.1792
H -24.0790 27.2286 -12.1080
H -6.0591 31.9970 -12.3948
H -7.4721 34.2268 -12.0134
H -10.8367 29.7994 -12.4538
H -9.7551 33.1998 -12.6916
H -1.1933 21.2552 -8.7759
H -9.4564 27.2824 -4.8732
H -7.5106 28.5288 9.0087
H -10.8137 31.1669 -13.6604
H -20.0374 28.6681 6.4161
H -25.5302 29.3742 -10.9459
H -13.5440 24.6407 -5.8596
H -7.6760 27.6443 11.7524
H -18.7380 30.1772 7.9047
H -21.9184 18.2764 -13.1220
H -16.7427 19.2601 -11.2114
H -11.7649 32.4211 -11.5912
H -13.8046 26.2632 -5.6035
H -2.1985 29.8185 0.5285
H -21.0867 26.6883 -12.8193
H 0.2713 30.8938 1.2421
H -8.1021 30.8337 -10.3940
H -15.9234 24.9346 -5.9586
H 5.4853 31.7461 -3.2546
H -15.5563 29.2792 3.2943
H -16.1040 20.7292 -10.8417
H -6.3734 27.1993 7.1053
H -16.7378 30.5306 6.1935
H -0.4641 23.4097 -8.3667
H -23.3755 26.9188 -9.3348
H -6.8851 26.6021 4.7138
H -2.9914 19.1639 -8.3660
H -0.9524 19.9742 -7.6573
H -9.6718 33.1887 -10.8567
H -15.8177 27.2518 -5.1453
H -19.5521 20.5375 -15.9167
H 0.6619 23.5714 -4.7924
H -4.9058 18.8094 -7.0923
H -15.8271 24.3010 -4.2610
H -9.6111 27.7219 5.0427
H -18.8916 17.8957 -15.5640
H -11.9288 30.9844 -10.8332
H -26.2942 29.0251 -6.8374
H -5.9983 26.6702 9.4756
H -1.2766 28.1197 -1.4892
H 1.0798 28.9476 -1.0599
H -22.2116 20.8505 -16.2301
H -20.7631 19.3681 -16.4186
H -10.3615 26.5252 8.3287
H -16.3542 28.3929 5.1566
H -17.8810 28.0214 6.1074
H -1.1132 22.4088 -4.8550
H -17.4993 18.9910 -14.0317
H -23.4265 20.1231 -14.3384
H -22.0379 27.8216 -13.9082
H -1.6121 29.6913 -2.0552
H -10.4787 28.3671 -3.7920
H -17.6914 31.5816 5.3552
H 2.3264 31.8876 -3.5444
H -6.8864 25.5040 7.2794
H -23.2340 26.1618 -11.1092
H -12.1147 27.5486 -4.3978
H -22.1729 18.3135 -14.8551
H -1.1275 32.0467 -1.8691
H -13.8477 30.1248 1.0932
H -26.6439 26.8941 -8.0561
H -13.6163 25.8657 -2.9965
H -9.1960 29.5910 -10.7089
H 1.2758 20.5099 -7.1671
H -8.2627 30.8782 -13.9288
H -27.0253 28.5542 -10.5865
H -10.9190 23.3969 -4.0173
H -19.2483 17.1237 -14.0347
H -14.5236 31.8484 -14.1307
H -8.2631 28.6193 4.8274
H -12.8093 31.7816 -14.6825
H -0.8581 28.8099 0.9041
H -19.4124 18.9525 -12.4534
H -5.5786 19.4115 -8.5765
H -22.4978 29.0638 -11.9860
H 2.7831 21.8356 -5.9015
H -13.2848 30.1842 -13.0459
H -15.8672 20.8069 -13.0343
H -20.4267 16.9700 -15.3358
H -18.0887 31.0856 3.2048
H -23.5668 28.6846 -9.4781
H -9.8237 30.9727 -9.8717
H 0.6602 29.7930 -2.6286
H -0.9805 31.7230 0.3314
H -17.8475 20.7038 -10.7235
H -27.6062 29.6411 -8.9678
H 2.1328 30.9503 0.2812
H 0.1345 24.1350 -6.8361
H -5.4226 20.5840 -7.3289
H -19.9218 20.6088 -13.1316
H 1.4515 22.0160 -4.2337
H -8.1935 29.0856 7.1496
H -16.1175 30.6384 1.1284
H -13.2795 33.1009 -13.6360
H -22.3657 20.7801 -13.2139
H -7.5862 30.1742 -12.3752
H -21.5077 28.2594 -10.7888
H 4.6636 32.2901 -4.8142
H -17.7948 27.4974 4.4543
H -9.2363 25.1872 8.3950
H -7.4517 32.9320 -10.7952
H -25.4526 25.3965 -10.0371
H -9.8565 24.6724 -4.5124
H -11.2329 24.2772 -5.6039
H -13.9729 31.8929 0.8915
H -5.9169 26.4684 13.3392
H 0.0778 33.0761 -1.5888
H 3.3927 33.1162 -2.7664
H -5.5899 25.4100 11.9789
H -15.7203 30.6604 4.1737
H -11.5413 26.1163 -1.6775
H -17.2311 21.7402 -13.0842
H -7.3844 25.6799 9.9597
H -24.9626 26.9740 -7.6849
H -19.9374 28.7670 4.2770
H -19.4546 31.4617 6.8481
H -24.7565 29.5084 -7.6445
H -17.2520 26.4132 -4.7340
H -15.9805 26.4336 -3.4449
H 4.1656 31.2590 -1.2396
H -7.1977 25.4023 12.6554
H -9.4755 27.2718 -2.0149
H -13.4401 31.1303 2.4207
H -18.0237 29.4350 2.5841
H -17.8386 20.5151 -14.6633
H -6.1006 27.9904 11.4892
H -20.5498 28.2319 -13.2402
H -0.1134 20.8320 -5.1007
H -9.8165 25.7634 6.8254
H -20.9761 30.0929 6.2547
H -26.0175 26.5495 -11.4729
H -16.0246 32.0793 2.1286
H -14.1536 31.0783 -11.9135
H -2.7858 20.6899 -6.2428
H -21.4293 21.9299 -15.1648
H 3.0910 30.1750 -1.9806
H 1.3438 22.0660 -8.1894
H -3.6780 20.5608 -9.2293
H -8.9224 27.8985 9.5700
H -11.4404 26.5694 -5.6778
H -10.6723 24.6884 -2.1293
H -13.3118 24.2603 -3.2027
H 0.3530 31.8828 -2.9831
H -26.2337 30.6734 -9.1422
H -6.8059 32.6679 -13.7541
*
```

Values from the calculation:
M   1138.13 g/mol
Relative energy (zero: lowest compared OMol25 entry of this formula, charge and spin)   0.00 kcal/mol
LUMO   -10.5 eV
E   -3274.223977 Eh
HOMO energy   -19.9 eV

Atom charges from the Mulliken analysis, given in e for atoms 1 to 5: 0.2003, 0.1117, 0.2070, 0.4941, 0.0263